# 1
Formula: C21H32N4O2
Source: OMol25
Level of theory: ωB97M-V/def2-TZVPD

- net charge = 0
- HOMO level (eV) = -8.1436
- orbital gap (eV) = 8.98
- relative energy (zero: lowest compared OMol25 entry of this formula, charge and spin) (kcal/mol) = 62.6
- SMILES string = CCOc1ccccc1CN1CCN(CCCn2cccn2)C[C@@H]1CCO
- E_tot (eV) = -32350.9323

```
59
Properties=species:S:1:pos:R:3:forces:R:3:lowdin_charge:R:1
C -2.006706 -3.492143 -0.773218 -0.2 0.2 0.3 -0.056
C -2.512622 -3.313098 0.655117 0.1 -0.4 -0.2 -0.239
O -2.593411 -1.954743 1.035182 -0.1 0.4 0.0 -0.068
C -3.571760 -1.155925 0.513074 -0.1 0.3 0.1 -0.225
C -4.676388 -1.615616 -0.196264 0.1 -0.3 0.1 -0.018
C -5.621617 -0.725536 -0.676547 0.0 0.1 0.0 -0.077
C -5.480817 0.632210 -0.461927 -0.1 0.1 -0.1 -0.086
C -4.385109 1.093731 0.247775 0.0 -0.2 0.1 -0.049
C -3.429891 0.221110 0.744151 0.1 -0.3 0.1 -0.147
C -2.235031 0.765697 1.481494 0.1 -0.1 0.0 -0.125
N -1.358376 1.473115 0.552585 -0.2 0.0 0.1 -0.116
C -0.366529 2.305040 1.203513 0.2 0.0 0.2 -0.155
C 0.821846 1.519792 1.766573 -0.1 0.2 -0.1 -0.165
N 1.443369 0.760166 0.696754 0.0 -0.1 0.1 -0.165
C 2.652434 0.079529 1.121745 0.1 0.2 -0.2 -0.206
C 3.821125 1.051779 1.287445 0.0 -0.3 0.1 -0.159
H 3.712842 1.634959 2.202512 0.0 0.1 0.0 0.104
H 3.822057 1.739881 0.440276 0.0 0.1 0.0 0.118
C 5.157728 0.304036 1.347172 -0.4 0.4 0.5 -0.144
N 5.473557 -0.326614 0.096250 0.3 0.1 -0.4 -0.185
C 6.030849 0.243525 -0.990239 0.1 -0.1 -0.2 -0.081
C 6.085270 -0.722793 -1.967348 0.0 0.1 0.0 -0.074
C 5.521797 -1.855626 -1.366584 0.1 0.2 0.0 -0.164
N 5.156306 -1.598017 -0.125358 -0.3 -0.7 0.5 0.064
H 5.374156 -2.832357 -1.782744 0.0 -0.2 0.0 0.094
H 6.473632 -0.631266 -2.960700 0.1 0.1 -0.2 0.085
H 6.349291 1.266689 -0.989441 0.1 0.2 0.0 0.117
H 5.962979 0.998743 1.603192 0.0 -0.2 0.0 0.123
H 5.107371 -0.483195 2.103113 0.1 0.1 -0.1 0.126
H 2.915259 -0.644136 0.346288 0.0 0.0 0.1 0.106
H 2.500264 -0.481069 2.061880 0.0 0.0 -0.1 0.131
C 0.472701 -0.162308 0.133608 -0.3 0.0 -0.1 -0.140
H 0.953236 -0.720565 -0.673398 0.0 0.0 0.0 0.127
C -0.735564 0.599149 -0.434693 0.3 -0.1 -0.3 -0.290
C -0.327418 1.388828 -1.686933 -0.5 0.1 0.0 -0.125
H 0.560295 1.983188 -1.474289 0.1 0.0 0.0 0.109
H -0.077418 0.673202 -2.471919 0.1 0.0 0.0 0.121
C -1.443555 2.309017 -2.191671 0.5 0.1 0.1 -0.266
O -2.619782 1.617752 -2.536952 -0.3 -0.3 0.0 -0.059
H -3.001675 1.260819 -1.725575 -0.1 0.0 0.0 0.046
H -1.661171 3.070491 -1.432304 0.1 0.0 -0.1 0.110
H -1.116471 2.809140 -3.107320 0.0 0.0 0.1 0.116
H -1.485182 -0.140998 -0.732543 0.1 0.0 0.0 0.137
H 0.122704 -0.888393 0.890116 0.0 0.0 0.0 0.124
H 1.548849 2.223362 2.175422 0.0 0.0 0.1 0.115
H 0.484843 0.857344 2.586530 0.1 0.0 0.0 0.126
H -0.850095 2.870462 2.003664 0.0 0.0 0.0 0.121
H 0.009804 3.014700 0.462475 0.1 0.1 0.1 0.119
H -2.577560 1.497670 2.219136 0.0 -0.1 0.0 0.130
H -1.734237 -0.053078 2.014711 -0.1 0.2 0.0 0.117
H -4.257414 2.151314 0.425221 0.0 0.1 0.0 0.124
H -6.214269 1.325266 -0.842968 -0.1 0.1 0.0 0.104
H -6.471107 -1.104570 -1.224644 -0.1 0.0 -0.1 0.105
H -4.814601 -2.669189 -0.381405 0.0 -0.1 0.0 0.105
H -1.796218 -3.744936 1.359996 -0.2 0.0 -0.1 0.125
H -3.476365 -3.817267 0.796991 0.1 0.1 0.0 0.115
H -1.914639 -4.550847 -0.999176 0.0 -0.1 -0.1 0.078
H -1.032412 -3.021237 -0.881022 0.1 0.0 0.0 0.072
H -2.689164 -3.036207 -1.486777 0.0 0.0 -0.1 0.071
```
Forces are in eV/Å.

=====

# 2
Formula: C21H32N5
Source: OMol25
Level of theory: ωB97M-V/def2-TZVPD

- net charge = -1
- HOMO level (eV) = -1.1860
- orbital gap (eV) = 3.44
- E_tot (eV) = -29741.9206

```
58
Properties=species:S:1:pos:R:3:forces:R:3:lowdin_charge:R:1
C -6.261084 1.917680 -2.288866 -0.4 -1.1 -0.1 -0.291
C -6.513623 0.648361 -1.282518 0.1 1.1 0.3 -0.417
C -5.555866 0.815982 0.060779 -0.1 -0.9 -0.7 -0.296
C -4.076681 0.226757 -0.340414 -0.3 -0.1 1.0 -0.245
C -2.917471 0.515961 0.806953 -0.8 -0.8 -0.9 -0.270
N -1.574102 0.261770 0.091570 -0.4 0.6 -0.2 -0.088
H -5.439368 1.701268 -3.099879 -1.7 0.1 1.2 -0.082
H -7.250889 2.338504 -2.753320 1.7 -1.0 0.6 -0.084
H -7.625748 0.627032 -0.880141 2.1 0.0 -0.9 0.072
H -6.263663 -0.402848 -1.733143 -0.5 1.5 0.8 0.060
H -5.555380 1.956642 0.370761 0.2 -2.4 -0.7 0.087
H -5.992825 0.132268 0.935133 1.0 1.4 -1.5 0.089
H -4.162123 -0.960758 -0.420634 0.1 2.4 0.2 0.107
H -3.700676 0.580280 -1.408840 -0.9 -0.3 2.4 0.112
H -3.035810 -0.250292 1.711434 0.3 1.6 -1.9 0.090
H -2.983180 1.591553 1.271474 0.3 -2.0 -1.2 0.114
H -1.734188 -0.491711 -0.638979 0.1 1.4 1.1 0.070
H -1.311434 1.142397 -0.440888 -0.7 -1.6 0.6 0.065
N 1.167109 1.948701 0.230663 0.2 0.2 0.0 0.005
C 1.789475 3.148083 0.001142 0.0 0.0 0.0 -0.136
C 2.853447 2.920838 -0.842969 -0.1 0.4 0.2 -0.116
C 2.869770 1.536580 -1.137596 0.0 -0.3 0.1 -0.141
C 1.815834 0.961037 -0.463872 0.0 -0.1 0.1 -0.160
H 0.355585 1.813662 0.819583 0.2 -0.2 -0.2 0.124
H 1.423913 4.057876 0.458147 0.1 -0.1 -0.1 0.107
H 3.542603 3.671203 -1.208135 -0.1 -0.1 0.1 0.091
H 3.574083 1.015759 -1.773341 -0.1 0.1 0.1 0.091
H 1.473680 -0.064253 -0.418314 0.0 0.2 0.0 0.103
N 4.684532 0.864435 1.943391 0.2 0.0 0.1 0.017
C 5.040325 1.157783 3.234087 0.0 -0.1 0.0 -0.143
C 6.341744 0.748158 3.420416 -0.2 0.2 0.2 -0.128
C 6.788475 0.193602 2.197249 0.0 -0.1 -0.3 -0.126
C 5.746035 0.280974 1.301916 -0.1 0.0 0.0 -0.142
H 3.780518 1.050263 1.528833 0.2 0.0 0.0 0.122
H 4.338364 1.630175 3.908111 0.1 -0.1 -0.1 0.104
H 6.908555 0.840025 4.337812 -0.1 0.0 -0.1 0.086
H 7.765631 -0.223895 1.991470 -0.2 0.1 0.0 0.086
H 5.668532 -0.022485 0.266410 0.0 0.1 0.2 0.103
N 1.786201 -0.275432 -5.484532 0.1 0.0 0.0 0.000
C 1.755212 -0.195990 -4.116590 -0.1 0.1 0.1 -0.140
C 2.157323 -1.411842 -3.610414 -0.1 0.4 0.1 -0.118
C 2.446665 -2.252255 -4.711880 0.0 -0.1 -0.4 -0.121
C 2.211703 -1.524102 -5.856659 0.0 -0.1 0.0 -0.150
H 1.535291 0.470812 -6.119981 0.1 -0.3 0.3 0.148
H 1.448985 0.715941 -3.621797 0.1 -0.2 0.0 0.102
H 2.235119 -1.665651 -2.561196 0.0 0.1 -0.2 0.086
H 2.790126 -3.277969 -4.674068 -0.1 0.2 0.0 0.088
H 2.309350 -1.787344 -6.901424 0.0 0.0 0.2 0.102
N -1.458448 -2.346387 2.792637 0.0 -0.2 0.1 0.007
C -0.513272 -2.657566 3.735159 0.0 0.0 0.0 -0.146
C -1.150511 -3.270718 4.790701 0.4 0.1 -0.1 -0.128
C -2.527674 -3.336957 4.470898 -0.3 0.0 -0.2 -0.123
C -2.689154 -2.761661 3.230376 0.0 0.0 0.0 -0.146
H -1.276231 -1.883621 1.911572 -0.1 0.0 0.2 0.122
H 0.528805 -2.415282 3.575195 -0.2 0.0 0.1 0.103
H -0.674702 -3.632406 5.692986 -0.1 0.1 -0.2 0.085
H -3.316581 -3.759465 5.079664 0.1 0.1 -0.1 0.087
H -3.572306 -2.611470 2.623868 0.1 0.0 0.1 0.106
```
Forces are in eV/Å.

=====

# 3
Formula: C21H32N7O4PtS
Source: OMol25
Level of theory: ωB97M-V/def2-TZVPD

- net charge = +3
- multiplicity = 5
- <S²> = 6.032
- HOMO level (spin up / spin down) (eV) = -17.1452 / -17.2245
- orbital gap (spin up / spin down) (eV) = 8.06 / 4.61
- relative energy (zero: lowest compared OMol25 entry of this formula, charge and spin) (kcal/mol) = 10.2
- E_tot (eV) = -54973.1594

```
66
Properties=species:S:1:pos:R:3:forces:R:3:mulliken_spin:R:1
Pt -0.407100 -0.279550 0.145800 0.3 -0.1 0.1 1.602
C 0.917353 -0.456625 5.772096 0.0 0.0 0.0 -0.004
N 0.296777 -1.001771 4.559959 0.0 0.0 0.0 0.057
C 0.396418 -0.465272 3.364714 0.1 0.0 -0.1 -0.031
N 1.005516 0.674694 3.148854 0.0 0.0 0.0 0.008
S -0.384477 -1.424641 2.070869 -0.1 0.2 0.1 0.703
H 0.962870 -1.246424 6.515257 0.0 0.0 0.0 0.000
H 0.332270 0.374285 6.166214 0.0 0.0 0.0 0.004
H 1.936525 -0.135967 5.556730 0.0 0.0 0.0 0.003
H -0.249534 -1.846471 4.650646 0.0 0.0 0.0 0.004
H 1.409646 1.170047 3.933622 0.0 0.0 0.0 -0.002
H 1.280665 1.044884 2.224797 0.0 0.0 0.0 0.001
C -0.450596 4.184385 -1.399811 0.0 0.0 0.0 -0.007
N -1.357145 3.958959 -0.270346 0.0 0.0 0.0 0.008
C -2.014996 5.158762 0.267887 0.0 0.0 0.0 0.003
C -1.508624 2.777357 0.277585 0.0 0.0 0.1 0.009
C -2.368877 2.623637 1.495684 0.0 0.0 0.0 -0.004
O -0.917677 1.760933 -0.220160 -0.1 0.0 -0.2 0.109
H 0.284297 4.936062 -1.115367 0.0 0.0 0.0 0.000
H -1.018116 4.554017 -2.252580 0.0 0.0 0.0 -0.001
H 0.057693 3.264146 -1.660482 0.0 0.0 0.0 0.005
H -2.034909 5.912099 -0.514204 0.0 0.0 0.0 0.000
H -1.457802 5.553539 1.117394 0.0 0.0 0.0 0.000
H -3.038393 4.947423 0.563432 0.0 0.0 0.0 0.000
H -2.110329 3.356455 2.259039 0.0 0.0 0.0 0.000
H -2.242675 1.621416 1.898548 0.0 0.0 0.0 -0.002
H -3.419956 2.774339 1.243460 0.0 0.0 0.0 0.000
C 3.887498 -2.393302 0.708881 0.0 0.0 0.0 -0.004
C 3.810855 -2.519870 -0.806644 0.0 0.0 0.0 0.005
C 3.231461 -1.278784 -1.547025 0.0 0.0 0.0 0.036
C 3.088550 -1.581212 -3.049336 0.0 0.0 0.0 0.006
C 2.611357 -0.385084 -3.863450 0.0 0.0 0.0 0.001
C 4.209563 -0.120487 -1.344479 0.0 0.0 0.0 0.002
O 5.257774 -0.069720 -1.913293 0.0 0.0 0.0 0.003
N 3.863557 0.871013 -0.408155 0.0 0.0 0.0 0.007
C 2.665902 0.984883 0.223586 0.0 0.0 0.0 0.002
O 2.412627 1.823731 1.070717 0.0 0.0 0.0 0.000
N 1.697260 0.067082 -0.145233 -0.1 0.1 0.1 0.165
C 1.899653 -0.963628 -0.950616 0.2 0.0 0.0 0.018
O 0.866309 -1.668188 -1.148188 -0.2 0.0 -0.1 0.247
H 4.302850 -3.305325 1.133814 0.0 0.0 0.0 0.000
H 2.897833 -2.249363 1.157075 0.0 0.0 0.0 0.001
H 4.534676 -1.570950 1.019980 0.0 0.0 0.0 0.000
H 3.196470 -3.375184 -1.091508 0.0 0.0 0.0 0.000
H 4.804546 -2.676402 -1.227256 0.0 0.0 0.0 0.001
H 2.398242 -2.419481 -3.150919 0.0 0.0 0.0 -0.002
H 4.063725 -1.916215 -3.400548 0.0 0.0 0.0 0.001
H 1.676605 0.027128 -3.464606 0.0 0.0 0.0 -0.001
H 2.421847 -0.674487 -4.895396 0.0 0.0 0.0 0.000
H 3.356573 0.410543 -3.880789 0.0 0.0 0.0 0.000
H 4.573123 1.566865 -0.205379 0.0 0.0 0.0 0.002
N -3.510017 -0.956150 -2.856400 0.0 0.0 0.0 0.006
C -2.464978 -0.432996 -2.243231 0.0 0.0 0.0 0.092
N -2.353490 -0.842653 -0.956722 -0.1 0.0 0.0 0.146
C -3.386308 -1.675779 -0.747106 0.0 0.0 0.0 0.247
C -3.757394 -2.405518 0.430206 0.0 0.0 0.0 0.110
C -4.863195 -3.196465 0.356963 0.0 0.0 0.0 0.029
C -5.612371 -3.286124 -0.844538 0.0 0.0 0.0 0.259
C -5.265542 -2.568686 -2.027077 0.0 0.0 0.0 0.133
C -4.160963 -1.783011 -1.941395 0.0 0.0 0.0 0.009
H -3.770417 -0.791547 -3.821628 0.0 0.0 0.0 -0.001
H -1.775671 0.247529 -2.722381 0.0 0.0 0.0 0.004
H -3.169500 -2.318575 1.333595 0.0 0.0 0.0 -0.001
H -5.190399 -3.771337 1.212032 0.0 0.0 0.0 0.006
H -6.485580 -3.926698 -0.867955 0.0 0.0 0.0 0.000
H -5.861877 -2.666255 -2.925227 0.0 0.0 0.0 0.005
```
Forces are in eV/Å.

=====

What is the E_tot in the first record?
-32350.9323 eV

=====

What is the formula in the first record?
C21H32N4O2

=====

Among the records above, which one has the lowest E_tot?
C21H32N7O4PtS